(1)
A molecular structure, C25H48N4O9PPdSi, computed with ωB97M-V/def2-TZVPD.

ORCA input file:
```
! wB97M-V def2-TZVPD RIJCOSX def2/J DEFGRID3
* xyz 1 5
Pd 0.8903 -0.2710 0.7220
P -2.6473 -0.8265 0.9712
Si 1.6602 0.9065 -1.8064
O 0.7116 -2.4024 0.9073
O -0.6162 1.2008 4.0784
O 0.9773 -0.5723 -1.2665
O -1.2509 -0.2533 0.9696
O 0.8604 1.4914 -3.0539
O 3.2126 0.6223 -2.0679
O 1.6334 -4.3731 1.4944
O 1.4363 1.8066 -0.4449
O 0.8900 0.1736 2.7461
N -3.6366 0.0546 1.9084
N -0.6076 -2.0909 3.0782
N -2.6680 -2.3314 1.7059
N -3.2065 -0.9750 -0.5472
C -4.7657 -0.4527 2.6826
C -3.4635 1.5124 1.9889
C 0.7070 3.0831 -0.2552
C -4.6301 -1.1490 -0.8183
C -2.4499 -3.5377 0.8840
C 0.8319 3.3945 1.2210
C 0.8700 1.1341 -4.4765
C -0.2783 -1.1734 4.1701
C 1.3955 4.1359 -1.1066
C 3.7839 -0.4625 0.0555
C 4.2962 0.3645 -1.1238
C -0.7369 2.8864 -0.6692
C -2.1369 -2.3710 3.0373
C -0.0390 0.2250 3.6628
C 0.2422 -3.2741 3.0446
C 1.8314 2.0899 -5.1587
C 1.3097 -0.3126 -4.6429
C 5.3336 -0.4230 -1.9013
C -0.5527 1.3347 -4.9589
C 0.1966 -3.1554 5.4315
C -0.0329 -1.7454 5.3613
C 0.5125 -3.8511 4.2391
C 0.9447 -3.4083 1.7219
C -2.3386 -1.2021 -1.6986
C 4.8407 1.7041 -0.6625
H -3.0103 -3.4471 -0.0424
H -1.3026 3.7922 -0.4446
H 0.6847 -0.9823 -4.0467
H -5.6996 -0.0155 2.3218
H 3.1633 0.1603 0.7216
H -1.2251 0.6109 -4.4948
H 0.3304 4.3383 1.4390
H 2.4334 4.2661 -0.7953
H -4.8521 -2.1778 -1.1167
H 0.1310 -1.1193 6.2282
H 1.3725 3.8689 -2.1635
H 4.6119 -0.8147 0.6697
H 1.4844 3.1196 -5.0616
H -4.4477 1.9815 1.9786
H 0.3436 -3.6275 6.3920
H -2.2901 -3.3468 3.4921
H -0.8179 2.6840 -1.7388
H 4.9196 -1.3713 -2.2472
H -4.6510 -0.1820 3.7351
H 2.8256 2.0121 -4.7153
H 0.8805 5.0897 -0.9857
H -0.6011 1.2034 -6.0403
H -0.3923 -1.6482 2.1701
H 2.3521 -0.4483 -4.3471
H -2.6300 -0.5268 -2.5053
H -2.9065 1.8849 1.1355
H 1.2144 -0.6071 -5.6881
H 5.6827 1.5488 0.0134
H -2.8327 -4.4023 1.4253
H -5.2222 -0.9077 0.0614
H 3.2428 -1.3465 -0.2922
H -2.5675 -1.5911 3.6597
H -2.9306 1.7915 2.8988
H 0.3729 2.6165 1.8341
H 4.0755 2.2756 -0.1350
H -1.4009 -3.6952 0.6357
H 1.9096 1.8499 -6.2198
H -0.8975 2.3405 -4.7159
H 1.0737 -4.7763 4.2581
H 5.6628 0.1487 -2.7693
H -2.4187 -2.2307 -2.0625
H -4.8352 -1.5342 2.6024
H -1.1750 2.0565 -0.1192
H -1.3029 -1.0088 -1.4374
H 5.1864 2.2845 -1.5182
H 1.8811 3.4884 1.5049
H 6.1988 -0.6287 -1.2708
H -4.9342 -0.4828 -1.6267
*
```

Summary:
Orbital gap (spin up / spin down) in eV: 9.002 / 5.950
LUMO (spin up / spin down) in eV: -1.93 / -6.12
⟨S²⟩: 6.056
Relative energy (zero: lowest compared OMol25 entry of this formula, charge and spin) in kcal/mol: 11.87

(2)
A molecular structure, C25H48P4SeW in a non-equilibrium geometry, computed with ωB97M-V/def2-TZVPD.

ORCA input file:
```
! wB97M-V def2-TZVPD RIJCOSX def2/J DEFGRID3
* xyz 4 3
W -0.3038 -0.5795 -0.1163
Se 1.5882 2.2543 -1.1420
P -1.4256 1.4280 1.0781
P 1.5242 -0.7542 1.7317
P -1.4027 -2.5636 0.4806
P 1.5029 -1.4713 -1.6962
C 0.8018 -0.9091 3.4074
C 3.2242 -0.8716 -1.7465
C 1.0148 -1.2590 -3.4643
C -1.1747 3.1509 0.5265
C -0.4973 -3.8561 1.3745
C -2.1145 -3.4174 -0.9623
C -2.4754 -0.1718 -2.6511
C -3.2449 1.3191 0.8106
C 0.0459 2.8311 -3.5710
C -1.0108 1.8997 5.6778
C -2.1842 0.9552 3.7705
C -1.3345 1.6716 2.9018
C 1.3020 2.6365 -2.9797
C -0.3795 2.5594 3.4388
C -1.6551 -0.4834 -1.5864
C 1.1582 3.4949 -5.6402
C 2.4821 2.8011 -3.7416
C 2.6785 0.6460 1.9773
C -2.8485 -2.2215 1.5221
C 1.7177 -3.2935 -1.6203
C -0.0128 3.2168 -4.9140
C -0.1954 2.6498 4.8165
C 2.4104 3.2306 -5.0645
C 2.6786 -2.1809 1.6900
C -2.0088 1.0611 5.1570
H -3.6431 2.3406 0.9000
H 2.1349 -3.1321 1.7219
H 3.2153 0.8713 1.0475
H -3.5734 -1.6016 0.9795
H 2.2042 -3.5933 -0.6851
H 0.7614 -3.8236 -1.7107
H -0.8448 2.6902 -2.9610
H -3.4863 0.9254 -0.1863
H 3.2536 0.1588 -2.1226
H -0.1190 -1.5034 3.3940
H 2.3653 -3.5924 -2.4572
H 0.1996 3.2051 2.7780
H 1.6789 -1.8938 -4.0736
H -0.1148 3.4324 0.5747
H -2.6618 0.4879 5.8328
H 1.1194 3.9020 -6.6508
H 3.3347 3.3632 -5.6344
H -3.7194 0.6813 1.5646
H 3.4439 2.6314 -3.2541
H -0.5117 -0.7393 -1.8725
H 3.7041 -0.8975 -0.7629
H -3.0990 0.7318 -2.5762
H 0.5739 0.9293 -1.1321
H -1.5072 3.2745 -0.5103
H -0.8688 1.9698 6.7588
H 3.4064 0.3922 2.7641
H -2.3974 -0.7119 -3.5982
H -0.0313 -1.5480 -3.6351
H -2.5548 -1.7006 2.4434
H -1.3328 -3.7353 -1.6618
H -2.9985 0.3329 3.3829
H 0.5711 3.3170 5.2144
H -2.6452 -4.3077 -0.5893
H -1.7577 3.8181 1.1771
H 1.1435 -0.2153 -3.7829
H 3.3012 -2.1764 0.7866
H -1.6688 0.3668 -0.7427
H -0.0961 -3.4834 2.3244
H 0.3334 -4.2445 0.7732
H -3.3147 -3.1874 1.7718
H 3.3347 -2.1216 2.5727
H 1.5301 -1.3932 4.0786
H 3.7964 -1.5135 -2.4325
H -0.9773 3.3094 -5.4025
H -2.7877 -2.7412 -1.5036
H 0.5331 0.0824 3.7900
H -1.2080 -4.6714 1.5721
H 2.1198 1.5418 2.2704
*
```

Summary:
Orbital gap (spin up / spin down) in eV: 5.870 / 3.890
LUMO (spin up / spin down) in eV: -13.41 / -15.45
⟨S²⟩: 2.037
Relative energy (zero: lowest compared OMol25 entry of this formula, charge and spin) in kcal/mol: 0.00

(3)
3 unconnected molecules or ions with the total composition C25H49BClFN7O6S in a non-equilibrium geometry, computed with ωB97M-V/def2-TZVPD.

ORCA input file:
```
! wB97M-V def2-TZVPD RIJCOSX def2/J DEFGRID3
* xyz 1 3
Cl -0.0111 -6.1585 4.3625
S 4.6701 -8.7637 3.9722
F 4.7615 -9.7655 2.8220
O -2.0611 5.3217 -1.4972
O 5.9554 -8.4181 4.4639
O 0.6420 -2.9107 2.4127
O 1.6939 -3.6185 0.4176
O 3.7382 -9.1872 4.9386
O -0.0562 -1.2333 -1.7912
N 4.6819 -6.2714 2.7424
N 0.4324 -0.4057 -2.6659
N 1.4234 -5.2213 2.2756
N 6.0542 -6.0674 2.6603
N 3.8006 -5.3497 2.2863
N 2.7138 -7.0558 3.1044
N -2.4979 6.0283 -0.4986
C 0.1650 -5.9223 2.6013
C -3.1767 7.2460 -1.0325
C -0.5816 0.6555 -2.9445
C -0.2614 1.3770 -4.2728
C -3.2926 5.1383 0.3957
C -1.9648 0.0487 -3.1663
C -0.1687 -8.5185 2.5603
C 2.5535 -5.8581 2.5473
C -5.4278 6.1153 -0.6214
C 3.9973 -7.3004 3.2347
C 1.6814 1.0948 -1.0894
C 4.5389 -2.9885 2.3433
C -3.4007 5.7578 1.8028
C -0.6549 1.6826 -1.8151
C -2.3353 7.9047 -2.1228
C 2.5887 -1.1435 -1.6788
C -4.6925 4.8596 -0.1561
C 0.7110 2.2309 -1.4093
C 1.7748 0.0389 -2.1934
C -3.3008 8.3251 0.0665
C -4.5650 6.9257 -1.5882
C -2.5775 3.8106 0.6163
C 4.3051 -4.1503 1.6818
C 2.5994 0.5913 -3.3725
C -0.0332 -7.2265 1.7635
B 1.2412 -3.8634 1.6840
H -2.3548 -0.4408 -2.2752
H 3.6109 -0.8326 -1.4593
H -4.0818 6.6029 1.8590
H 4.4954 -4.1806 0.6142
H 2.2754 1.5709 -3.7130
H -1.9473 -0.6793 -3.9791
H 1.3608 0.6194 -0.1551
H -5.2873 4.3484 0.6039
H -3.7834 5.0214 2.5096
H 0.8075 -7.2887 1.0714
H 2.6745 1.5067 -0.8957
H 6.4959 -6.5452 3.4387
H -3.0944 3.2197 1.3722
H -0.9242 -7.1078 1.1498
H 0.5979 2.8703 -0.5321
H 2.6370 -1.9430 -2.4213
H -1.2998 2.5118 -2.1126
H -2.8156 8.8246 -2.4531
H -0.6551 -5.2673 2.3320
H -1.5535 3.9674 0.9622
H -4.6207 4.1684 -1.0024
H 0.4385 2.2022 -4.1607
H 1.6468 -4.4344 -0.0924
H -1.1234 1.2296 -0.9343
H 6.3923 -6.4222 1.7726
H -2.4232 8.3315 0.7139
H -1.1645 1.8142 -4.6958
H -4.1881 8.2137 0.6864
H -2.4221 6.0794 2.1614
H -2.6717 0.8332 -3.4315
H -5.7213 6.7239 0.2380
H 0.7695 -8.8447 2.9947
H 2.1793 -1.5550 -0.7600
H -1.3411 8.1577 -1.7504
H -5.0781 7.8551 -1.8433
H 4.0498 -2.0958 1.9617
H 2.5723 -0.0946 -4.2202
H -0.9727 -8.4947 3.2863
H 3.6427 0.7097 -3.0796
H -6.3564 5.8282 -1.1179
H 0.1359 0.6821 -5.0137
H -0.4386 -9.2995 1.8447
H -4.4667 6.3638 -2.5226
H -2.5451 3.2062 -0.2877
H -3.3768 9.3159 -0.3795
H 1.1198 2.8696 -2.1958
H -2.2221 7.2733 -3.0022
H 5.1872 -2.8833 3.2070
H 0.1766 -2.2664 1.8668
*
```

Summary:
Orbital gap (spin up / spin down) in eV: 5.774 / 6.599
LUMO (spin up / spin down) in eV: -4.13 / -4.13
⟨S²⟩: 2.008

(4)
19 unconnected molecules or ions with the total composition C25H49Cl37NO3 in a non-equilibrium geometry, computed with ωB97M-V/def2-TZVPD.

ORCA input file:
```
! wB97M-V def2-TZVPD RIJCOSX def2/J DEFGRID3
* xyz 1 1
Cl -5.2322 -7.3815 -6.4122
Cl 8.2669 4.4681 -5.0073
Cl 3.8525 -1.7192 -0.7279
Cl -5.3805 -3.0529 -15.0028
Cl -0.0135 -11.5621 -7.8084
Cl 3.2649 17.7722 7.8602
Cl 2.8677 -14.8678 -9.9980
Cl -3.2901 -4.6225 -3.2246
Cl 3.6805 2.4237 0.5742
Cl 0.8152 2.7113 4.2526
Cl -0.5461 -4.5192 -4.2136
Cl 5.9590 -2.5540 4.0753
Cl 5.1794 7.3800 -1.0654
Cl -5.9376 3.8248 4.9052
Cl -4.3295 -2.7985 -5.7433
Cl -5.3689 6.6925 5.1393
Cl -1.0039 -11.3147 -5.0639
Cl -2.0355 -2.6959 -8.8334
Cl 4.7387 -4.8787 2.7847
Cl 1.0443 2.1506 -0.6493
Cl 6.4675 -1.4390 0.5656
Cl -3.3054 2.3313 -1.1816
Cl -2.8798 -0.5573 -0.9628
Cl 2.9767 5.9402 0.2093
Cl -0.1252 -8.3522 -3.9875
Cl 0.7973 13.2197 7.8359
Cl -2.2209 5.7483 8.2510
Cl -3.3346 -3.4405 -12.9452
Cl 1.8597 10.7696 6.6388
Cl -2.8758 -8.4528 -3.0000
Cl 6.9718 4.5845 -2.3867
Cl -0.6317 8.0990 7.5373
Cl 4.3296 15.3316 6.6545
Cl 0.1201 -15.2654 -10.9233
Cl -2.5084 -7.2123 -7.4734
Cl -4.2652 -4.5938 -8.7727
Cl -2.9323 -0.4393 -4.7372
O 0.8905 -1.0323 5.1512
O -1.2173 4.0710 4.8648
O 1.5785 -1.6007 3.2412
N -0.6415 1.6360 6.9342
C -1.6894 -3.8909 -3.0235
C -2.1807 0.9964 -1.4468
C -0.2934 3.0803 6.7102
C 4.7344 -1.1197 0.6822
C 4.5960 -3.6825 4.0745
C -4.3273 -1.5136 -4.5425
C -3.6250 -6.6730 -6.2172
C -0.4866 -10.4506 -6.5142
C -2.1530 7.2438 7.2917
C 0.8395 11.4563 7.9103
C -3.6108 -3.1258 -9.5133
C 4.7338 6.1734 0.1327
C -0.6844 -1.5394 3.3117
C -0.4221 3.4348 5.2534
C 0.6839 -1.4206 3.8700
C 1.9593 2.7939 0.7171
C -0.1604 -1.2076 6.0684
C -4.7391 -4.1388 -13.7692
C 1.1599 -14.5189 -9.7049
C 3.3108 16.0078 7.9312
C 0.6052 0.8315 7.1639
C -4.7882 5.1236 4.5683
C -1.2717 -7.7394 -2.7961
C 0.3439 -0.6157 7.3465
C 7.6923 5.5145 -3.7092
H 1.2739 0.9784 6.3543
H -4.2806 -1.9618 -3.5566
H -1.3075 -9.8384 -6.8647
H 0.3645 -9.8307 -6.2685
H 0.7091 3.2365 7.0051
H -1.3246 -4.1209 -2.0298
H 1.0155 -13.4472 -9.7357
H -1.7743 -2.8175 -3.1517
H 3.6814 -3.1240 3.9254
H 8.5298 6.0771 -3.3180
H 1.0744 1.2308 8.0301
H -2.2471 6.9901 6.2438
H -2.9712 7.8839 7.5941
H -1.0853 -0.7570 5.7519
H -0.9071 -7.9793 -1.8051
H -3.8560 4.8974 5.0709
H 5.1937 5.2301 -0.1355
H -1.1325 1.2420 6.1346
H -5.5117 -4.3275 -13.0350
H 1.8391 3.8702 0.7498
H -5.2342 -0.9321 -4.6459
H 1.5781 2.3480 1.6257
H -1.2237 1.5624 7.7584
H -1.2904 -0.7050 3.5861
H -0.1684 11.0815 7.7887
H -0.2670 -0.8628 8.1885
H 4.5728 -4.1973 5.0267
H 1.2363 11.1592 8.8727
H -3.7105 -5.5968 -6.2742
H 5.0818 6.4991 1.1042
H -0.5675 -1.5297 2.2668
H -0.3824 -2.2303 6.2646
H -1.9364 0.9496 -2.5002
H -4.4351 -5.0635 -14.2416
H -3.2304 -6.9697 -5.2553
H -1.2917 1.1698 -0.8552
H 4.3456 -1.6082 1.5678
H 1.2947 -1.0630 7.5031
H -4.3009 -2.3103 -9.3353
H 2.3043 15.6291 7.8112
H 4.5966 -0.0441 0.7362
H -0.9512 3.7045 7.2495
H -1.3524 -6.6697 -2.9185
H 6.9411 6.1844 -4.1073
H -4.6323 5.1817 3.4986
H -1.1735 -2.4413 3.5926
H 0.8881 -14.9056 -8.7314
H -3.4962 -3.3013 -10.5774
H 3.7096 15.7074 8.8914
*
```

Summary:
Orbital gap in eV: 7.479
LUMO in eV: -3.94
Relative energy (zero: lowest compared OMol25 entry of this formula, charge and spin) in kcal/mol: 0.00

(5)
A molecular structure, C25H49Hg2O15S6 in a non-equilibrium geometry, computed with ωB97M-V/def2-TZVPD.

ORCA input file:
```
! wB97M-V def2-TZVPD RIJCOSX def2/J DEFGRID3
* xyz 3 1
Hg -2.3606 -1.3237 1.9955
Hg -2.8434 -0.1899 -2.6139
S -2.7403 2.4217 2.6213
S -1.3918 3.3818 -3.5145
S -1.6941 -3.4696 -0.8531
S -0.1529 -1.0326 -4.9791
S 4.1908 0.6373 1.8101
S -0.3110 0.1896 4.7629
O 0.9671 0.7384 -0.2487
O 0.5204 1.3714 4.4348
O -1.4654 -0.9643 -4.3004
O -1.0296 -0.5357 3.7172
O 3.9556 1.1242 0.4252
O -3.1388 2.8924 3.9887
O -2.2232 4.2716 -2.6713
O 4.6778 1.5685 2.7709
O -2.8863 0.9851 2.2495
O -1.8248 -3.1423 0.5083
O -0.0552 -0.6415 -6.4108
O -1.6088 1.9342 -3.5674
O -1.8052 -2.3916 -1.8684
O -1.0147 0.2866 -1.1565
O -0.4827 -0.5221 0.7845
C 5.1597 -0.9588 1.6601
C 1.1395 -0.0002 -4.0138
C 1.9268 -2.3110 -3.7727
C 0.3172 3.7468 -3.1288
C 2.0114 -1.0137 -3.1099
C -2.5915 4.6382 1.0917
C -0.9625 3.0687 2.1046
C 0.6604 -2.5955 -4.5440
C 0.4815 -1.0446 5.8651
C -2.9150 -4.9049 -1.1277
C 2.6418 -0.0401 2.5022
C -1.3499 3.8138 -5.2416
C 2.7163 -1.5354 2.0456
C -0.1871 -4.6642 -1.1442
C -1.4648 -0.4002 7.0616
C 1.0385 4.1187 -4.4958
C -2.0219 -6.1579 -1.4117
C 0.0193 -0.7222 7.2502
C -1.1268 4.1037 1.0817
C -1.6645 0.6744 6.0194
C -0.0611 4.5569 -5.5273
C -3.5985 3.4667 1.4026
C 4.1315 -2.0899 2.0697
C -0.7393 -5.7889 -2.1181
C -0.2042 0.1174 -0.2232
H -3.7655 -4.9303 -0.4464
H 0.6528 -4.1084 -1.5612
H -2.5586 -6.8065 -2.1041
H 1.4041 3.1529 -4.8447
H -0.1262 -6.6772 -1.9662
H 0.8347 3.2346 -2.3176
H 1.7964 0.6014 2.2534
H -0.4922 -5.4886 -3.1363
H 0.1682 -1.5933 7.8883
H 4.1833 -2.5130 3.0729
H -3.2345 -4.5864 -2.1199
H -0.5304 2.1706 1.6633
H 1.4010 0.6253 0.6001
H 0.6853 0.7839 -3.4079
H -0.0618 -3.3397 -4.2085
H 1.4396 -1.0849 -2.1847
H -2.5451 5.3341 1.9294
H 5.7591 -1.0474 0.7540
H -1.7984 -6.6870 -0.4853
H -1.8817 -0.0300 7.9982
H -2.4041 4.0677 -5.3523
H -1.1421 2.8763 -5.7574
H -4.5602 3.5728 1.9045
H 0.2536 -5.0268 -0.2156
H -1.2483 1.5823 6.4560
H 1.6521 0.4625 -4.8572
H 1.5477 -1.0569 5.6389
H 1.0393 -2.9464 -5.5039
H -2.9042 5.1468 0.1797
H 2.0102 -2.2178 2.5187
H -0.4895 4.9801 1.1993
H 2.7504 -2.3177 -4.4866
H -0.2330 5.6297 -5.4393
H 0.5752 0.1514 7.5904
H -3.8310 2.8892 0.5079
H 5.7325 -1.0126 2.5859
H 2.4245 -1.6536 1.0020
H 0.1832 4.6979 -2.6135
H 2.9015 -0.5210 -2.7184
H 2.8881 -0.0468 3.5639
H -0.8649 3.8367 0.0579
H -0.3390 3.3772 2.9437
H 4.2756 -2.9677 1.4397
H 0.2396 4.6278 -6.5726
H 1.9009 4.7850 -4.4766
H 0.1190 -2.0292 5.5696
H -1.9453 -1.3346 6.7715
H -2.6472 0.9173 5.6152
H 2.1463 -3.1469 -3.1085
*
```

Summary:
Orbital gap in eV: 4.369
LUMO in eV: -11.83